Record 1
Computed, not measured: 2 unconnected molecules or ions with the total composition C4H9ClN in a non-equilibrium geometry, with ωB97M-V/def2-TZVPD.

Structure (XYZ):
```
15
Properties=species:S:1:pos:R:3:forces:R:3
C -0.03246 -1.77563 -0.38210 -0.14 -0.49 -0.23
C -0.68513 -0.65414 -0.47288 1.88 2.42 2.60
C -1.87430 -0.08539 -1.06549 -0.50 0.07 -0.36
C 0.30981 1.01344 0.96744 -1.87 -2.48 -2.29
N 1.73697 0.92105 0.64930 0.34 -0.08 0.21
Cl 1.38825 -2.08060 0.56370 0.01 -0.22 0.08
H -0.36034 -2.67015 -0.90715 -0.01 0.12 -0.03
H -2.52640 -0.89100 -1.41483 -0.01 0.01 -0.06
H -2.42891 0.49934 -0.33331 -0.04 -0.03 -0.01
H -1.62805 0.55591 -1.91131 -0.02 0.04 -0.01
H -0.17238 1.92599 0.66208 0.13 0.21 -0.01
H 0.05059 0.62859 1.93753 0.16 -0.02 0.21
H 1.93119 1.29752 -0.28433 0.01 -0.14 0.23
H 1.96587 -0.10824 0.65858 0.12 0.79 -0.06
H 2.32528 1.42332 1.33276 -0.06 -0.20 -0.26
```
Forces are in eV/Å.

Values from the calculation:
Relative energy (zero: lowest compared OMol25 entry of this formula, charge and spin) = 56.5 kcal/mol
E = -18296.2872 eV
Molar mass = 106.576 g/mol
Frontier orbital gap (alpha / beta) = 9.24 / 9.24 eV
LUMO level (alpha / beta) = -4.43 / -4.43 eV
Total charge = +1

Record 2
Computed, not measured: 3 unconnected molecules or ions with the total composition C30H57BBrN4O7P in a non-equilibrium geometry, with ωB97M-V/def2-TZVPD.

Structure (XYZ):
```
101
Properties=species:S:1:pos:R:3:forces:R:3
C 1.99876 -0.91720 -0.29353 0.61 -0.31 0.77
C 3.29994 -0.02778 0.23325 -0.25 -1.30 -0.77
C 4.28281 0.18333 -1.06823 0.63 0.26 0.89
C 4.90431 1.70481 -1.02998 -0.72 -0.02 -1.35
C 4.13058 2.57716 -2.18580 -0.16 1.61 0.77
C 3.36909 3.82699 -1.41634 -0.86 -0.86 -0.84
C 2.64480 4.81001 -2.52738 0.35 0.44 0.74
C 1.27523 5.40800 -1.84399 -0.30 0.15 -0.68
C 0.02024 4.30459 -1.81102 0.53 -0.18 -1.32
C -1.42518 5.01880 -1.51438 -0.18 0.09 0.80
C -2.63508 3.98579 -1.09765 -2.91 -0.28 2.62
C -3.54765 4.43954 0.22776 -0.53 -3.45 -2.72
C -4.82145 3.50892 0.71969 2.20 -2.01 -3.98
C -5.12694 2.14477 -0.13521 1.46 2.22 0.63
B -6.43847 1.23721 0.38275 -1.30 -0.82 -0.30
O -7.34493 0.50849 -0.57161 1.80 3.48 1.07
O -6.78612 1.15740 1.84207 -0.47 1.90 -3.20
C -4.23752 1.62724 -1.45254 -0.38 1.26 1.42
N -4.66944 0.32399 -2.06598 5.97 4.22 -2.69
C -3.75269 0.03968 -3.22184 -1.01 2.37 1.59
P -4.06767 -1.63036 -4.16948 0.13 -0.03 -0.85
O -5.09032 -1.29092 -5.55574 1.52 2.33 2.20
Br -5.29233 -2.94928 -2.72812 0.24 1.15 -0.71
C -2.53553 0.96538 -3.77569 -1.70 1.63 3.20
N -2.15893 2.26134 -3.11496 -4.25 -4.26 1.10
C -3.00914 2.58659 -1.91907 0.05 -0.20 -0.24
H 1.27428 -0.30931 -0.99431 1.48 -1.18 1.47
H 1.42457 -1.34757 0.65954 1.02 0.94 -2.27
H 2.45457 -1.83323 -0.90270 -1.19 1.94 1.31
H 3.85865 -0.70931 1.00875 -1.10 1.50 -1.27
H 2.97277 0.97734 0.75073 0.64 -1.99 -1.14
H 5.20871 -0.55760 -1.08190 -2.34 1.40 0.26
H 3.64203 -0.04728 -2.03605 1.54 0.75 1.90
H 6.05775 1.75458 -1.27958 -2.34 -0.29 0.80
H 4.66117 2.20294 0.01825 0.79 -1.10 -2.19
H 4.85148 3.04762 -2.98876 -1.23 -1.03 1.59
H 3.30229 1.98768 -2.77237 1.68 0.95 1.26
H 2.50406 3.31881 -0.76921 1.84 1.13 -1.27
H 4.06398 4.39810 -0.65354 -1.28 -1.05 -1.78
H 2.45783 4.25720 -3.56583 0.15 0.99 2.41
H 3.36964 5.71961 -2.79699 -1.56 -1.93 0.68
H 0.93055 6.31856 -2.53259 0.57 -1.80 1.70
H 1.54684 5.79639 -0.74775 -0.71 -0.78 -2.43
H -0.03879 3.83662 -2.90595 0.15 0.95 2.42
H 0.26653 3.39366 -1.08478 -0.76 2.15 -1.36
H -1.80827 5.71928 -2.40042 1.00 -1.77 1.71
H -1.25401 5.75494 -0.59433 -0.61 -1.65 -1.83
H -3.33656 5.43186 0.81506 -0.21 -2.15 -1.45
H -5.51326 3.82038 1.64164 1.80 -0.86 -2.32
H -7.44470 1.06144 -1.41742 0.62 -1.45 1.68
H -7.51885 1.84710 1.95883 1.26 -1.65 -0.09
H -4.95641 -0.28879 -5.69903 -0.64 -2.10 0.14
H -1.93689 0.60031 -4.72492 -1.26 0.99 2.26
C -4.88952 -2.74355 8.38846 0.10 0.30 0.37
O -4.49646 -1.38364 8.24516 0.19 -0.51 -0.29
C -3.76970 -1.10158 7.04426 -0.19 0.58 -0.18
C -4.65767 -0.41602 5.98904 0.03 -0.72 0.24
N -5.65178 -1.33467 5.42390 -0.08 0.18 0.37
C -6.78134 -0.68780 4.74348 0.04 -0.03 0.04
C -7.56749 0.42725 5.46834 -0.19 -0.34 -0.18
O -8.39891 -0.01534 6.54272 0.32 0.23 -0.09
C -7.69537 -0.38240 7.72060 -0.60 0.06 -0.06
H -5.15430 -2.91061 9.43945 0.10 0.14 -0.20
H -5.77197 -2.97078 7.79054 -0.03 -0.18 -0.12
H -4.07626 -3.42789 8.12544 -0.06 0.04 -0.05
H -3.27219 -1.99577 6.64478 -0.27 0.01 0.05
H -2.97911 -0.39504 7.32662 -0.12 -0.09 -0.03
H -4.02794 -0.03302 5.18055 0.02 0.00 0.00
H -5.12723 0.43832 6.48037 0.09 0.16 0.08
H -6.02137 -1.93251 6.15526 0.16 0.19 -0.12
H -7.48902 -1.48848 4.49837 0.02 0.17 -0.02
H -6.41686 -0.29152 3.78907 -0.10 0.11 0.14
H -8.25637 0.85654 4.73420 0.00 -0.12 0.04
H -6.93137 1.25853 5.79231 0.12 -0.11 0.14
H -6.87007 0.29512 7.94008 0.14 -0.06 -0.06
H -7.35592 -1.40900 7.63569 0.33 -0.14 0.14
H -8.39420 -0.34988 8.56289 -0.02 0.10 -0.21
C 9.61580 -3.73898 -4.27766 -0.05 0.07 -0.49
O 8.50808 -4.21638 -5.03226 0.34 -0.29 0.43
C 7.94502 -5.43988 -4.54658 -0.60 0.06 -0.11
C 6.64229 -5.19536 -3.76231 0.71 0.12 0.14
N 6.89017 -4.54860 -2.46932 -0.08 0.23 -0.29
C 5.71701 -3.91157 -1.85679 0.17 0.10 -0.11
C 4.86457 -2.92853 -2.68972 0.12 0.13 0.32
O 5.47839 -1.66585 -2.95490 0.03 -0.64 -0.43
C 6.51178 -1.70502 -3.92838 -0.21 0.47 0.17
H 10.14667 -2.99790 -4.88723 -0.19 -0.19 0.05
H 9.29302 -3.23842 -3.36491 0.09 -0.01 0.21
H 10.31372 -4.54606 -4.03185 -0.08 0.03 0.04
H 8.67101 -6.02490 -3.96573 -0.06 0.26 0.06
H 7.69451 -6.03272 -5.43526 0.02 0.10 0.13
H 6.13907 -6.15147 -3.59048 0.02 -0.02 -0.01
H 5.99876 -4.58926 -4.40284 -0.07 -0.05 -0.17
H 7.61629 -3.84750 -2.56996 -0.17 -0.20 -0.05
H 6.08771 -3.36934 -0.97898 -0.14 -0.04 -0.07
H 5.06232 -4.70495 -1.47905 -0.09 0.06 -0.10
H 3.97849 -2.69374 -2.09177 0.12 0.03 0.00
H 4.48227 -3.37179 -3.61600 0.18 -0.02 -0.07
H 6.26808 -2.35692 -4.76740 0.07 -0.14 0.02
H 7.44426 -1.99515 -3.45651 0.27 -0.22 -0.16
H 6.65683 -0.69171 -4.31701 -0.19 -0.08 0.12
```
Forces are in eV/Å.

Values from the calculation:
E = -132319.1746 eV
Molar mass = 707.497 g/mol
Frontier orbital gap = 6.50 eV
SMILES string = CCCCCCCCCCc1ccc(B(O)O)c2nc(P(O)Br)cnc12.COCCNCCOC.COCCNCCOC
LUMO level = -1.86 eV
Total charge = 0

Record 3
Computed, not measured: 12 unconnected molecules or ions with the total composition C8H36O11 in a non-equilibrium geometry, with ωB97M-V/def2-TZVPD.

Structure (XYZ):
```
55
Properties=species:S:1:pos:R:3:forces:R:3
C -3.01896 -0.56623 0.20665 -2.23 0.46 -0.11
C -2.54380 0.47416 -0.47461 -1.25 0.36 0.25
C -1.12548 0.67492 -0.74937 0.50 0.46 -0.04
C -0.19751 0.56428 0.19997 0.32 -0.40 0.51
C -0.81054 1.06859 -2.17971 -1.48 -0.72 -1.38
C 0.52164 0.55077 -2.71912 -0.06 -1.38 0.57
C 1.69395 1.47524 -2.35582 0.29 -1.79 0.01
C 2.95772 0.66033 -2.10617 0.95 0.95 -0.08
H -4.11390 -0.73776 0.41765 1.24 0.54 -0.39
H -2.41818 -1.34802 0.56617 1.03 -0.85 0.43
H -3.22292 1.26753 -0.86236 0.56 -0.75 0.22
H 0.86478 0.66432 -0.01667 -0.28 0.11 -0.04
H -0.39926 0.27706 1.25130 -0.21 0.30 -0.87
H -1.70570 0.71485 -2.85126 1.58 0.54 1.14
H -0.83639 2.15483 -2.26422 -0.15 0.08 0.01
H 0.47587 0.39333 -3.80372 -0.03 0.29 0.11
H 0.67704 -0.51898 -2.32117 0.06 1.58 -0.36
H 1.48218 2.05931 -1.48862 -0.31 0.46 0.66
H 1.87369 2.13961 -3.15986 0.09 0.87 -0.87
H 3.84132 1.33200 -1.97048 -0.63 -0.49 0.10
H 2.85547 0.04235 -1.21502 0.05 -0.13 -0.02
H 3.20117 0.04672 -2.97378 -0.12 -0.24 0.03
O 1.89785 -0.12403 2.42122 -0.86 0.08 1.06
H 1.78038 -0.75616 1.70317 0.18 -0.22 -0.36
H 1.02901 -0.22313 2.91932 1.19 0.36 -0.54
O -0.41674 -3.31792 2.31759 -0.99 0.28 -1.70
H -0.88979 -3.76915 1.52721 0.37 0.43 0.84
H -0.14576 -4.01232 2.88338 0.47 -1.06 0.97
O 2.81214 2.18880 1.47105 1.73 0.32 2.32
H 3.44723 2.47959 2.23979 -1.90 -0.92 -2.29
H 2.45585 1.29713 1.77459 0.18 0.66 0.06
O -1.34790 3.42359 1.05064 1.62 -1.52 0.32
H -1.13683 2.45146 1.27142 -0.44 2.25 -0.58
H -0.42031 3.82440 0.86856 -1.24 -0.70 0.43
O -0.75512 -2.23046 -1.31723 1.57 -1.39 1.02
H -0.16414 -1.79621 -0.63416 -0.63 -0.11 -0.51
H -1.30988 -1.58280 -1.68425 -1.17 1.43 -0.70
O 1.19899 4.20714 0.73665 0.26 -0.04 -0.34
H 1.48447 4.34908 -0.17650 -0.10 0.04 0.23
H 1.75102 3.44574 1.04864 -0.06 0.13 -0.01
O -2.64116 3.40027 -1.30223 2.77 -1.77 0.52
H -3.34144 3.97954 -1.19148 -2.00 1.79 0.47
H -2.11432 3.38282 -0.42348 -0.94 0.28 -1.07
O 1.35771 -3.90005 -1.23509 0.33 -1.60 2.62
H 0.68113 -3.39714 -1.60327 -2.54 1.58 -1.00
H 1.99707 -3.86532 -1.88842 2.39 -0.25 -1.93
O -1.50955 -4.36074 0.12296 -0.49 0.19 0.59
H -1.41275 -3.58635 -0.45612 -0.13 0.47 -0.27
H -0.88840 -4.97040 -0.25141 0.58 -0.78 -0.27
O -0.51274 -0.84478 3.40125 0.37 1.13 0.66
H -0.53883 -1.72926 3.05963 -0.29 -1.20 -0.40
H -1.40782 -0.52069 3.42820 -0.43 0.15 0.01
O 1.10146 -1.92743 0.58510 0.87 0.84 -1.19
H 0.65877 -2.41471 1.26185 -0.73 -0.93 1.27
H 1.56840 -2.60070 0.06912 0.17 -0.19 -0.09
```
Forces are in eV/Å.

Values from the calculation:
Relative energy (zero: lowest compared OMol25 entry of this formula, charge and spin) = 21.3 kcal/mol
E = -31402.9153 eV
Molar mass = 308.365 g/mol
Frontier orbital gap = 9.22 eV
SMILES string = C=CC(=C)CCCC.O.O.O.O.O.O.O.O.O.O.O
LUMO level = 0.15 eV
Total charge = 0